Record 1
{"formula": "C42H47F3GeN5O2P2PdSe", "method": "wB97M-V/def2-TZVPD", "elements": ["Pd", "C", "P", "C", "C", "C", "P", "C", "C", "H", "H", "H", "H", "H", "H", "H", "H", "H", "H", "H", "H", "H", "H", "H", "H", "F", "C", "F", "F", "C", "C", "C", "N", "C", "C", "H", "H", "H", "H", "O", "C", "O", "C", "C", "Ge", "C", "C", "C", "C", "C", "C", "C", "C", "C", "C", "C", "C", "C", "C", "C", "C", "C", "C", "H", "H", "H", "H", "H", "H", "H", "H", "H", "H", "H", "H", "H", "H", "H", "H", "H", "H", "H", "N", "C", "C", "C", "N", "H", "H", "H", "H", "Se", "N", "C", "C", "C", "C", "C", "C", "N", "H", "H", "H", "H"], "coordinates": [[-1.45405, 0.06005, -1.31267], [-4.21165, 0.82528, 1.27676], [-2.49643, 1.06787, 0.72714], [-2.24492, 2.85420, 0.83138], [-1.48322, 0.32112, 2.05056], [-1.57809, -1.20613, 2.04469], [-1.52151, -2.01575, 0.39399], [-2.90971, -3.18411, 0.39737], [-0.10003, -3.12917, 0.27478], [-4.35525, 1.31372, 2.24285], [-4.44789, -0.23294, 1.38518], [-4.90734, 1.26575, 0.56288], [-2.46004, 3.19833, 1.84478], [-2.91766, 3.36086, 0.13911], [-1.21654, 3.09507, 0.56908], [-1.79758, 0.71042, 3.02277], [-0.45403, 0.64601, 1.89406], [-2.52147, -1.53081, 2.49054], [-0.78134, -1.64077, 2.64983], [-2.67659, -3.96460, 1.12684], [-3.02899, -3.65029, -0.58069], [-3.84330, -2.70579, 0.68524], [-0.10587, -3.77858, 1.15474], [0.84123, -2.59049, 0.23529], [-0.22355, -3.75312, -0.61146], [-4.98919, 5.47516, -4.72066], [-3.77052, 5.09780, -5.11868], [-2.95207, 6.14862, -5.04052], [-3.84593, 4.70686, -6.39592], [-3.27990, 3.95072, -4.25704], [-4.00072, 2.76712, -4.22322], [-3.54048, 1.73418, -3.42858], [-2.43364, 1.82050, -2.67937], [-1.74378, 2.96945, -2.72457], [-2.12742, 4.05175, -3.49868], [-4.90329, 2.64170, -4.80612], [-4.07639, 0.79991, -3.40478], [-0.85344, 3.02030, -2.11437], [-1.53522, 4.95588, -3.49879], [0.11557, 1.61847, -0.91269], [0.96697, 0.79301, -0.49648], [0.58889, -0.37762, -0.18101], [2.42125, 1.17551, -0.46543], [3.34273, 0.21305, 0.27181], [3.22148, 0.03919, 2.23248], [4.82368, 0.86752, 3.09663], [5.28473, 2.14277, 2.65510], [6.49585, 2.62001, 3.07178], [7.21741, 1.90062, 4.04763], [6.71664, 0.69842, 4.58897], [5.50472, 0.22400, 4.16681], [3.18417, -1.83274, 2.73267], [2.06609, -2.40636, 3.33986], [2.02981, -3.76219, 3.63392], [3.11108, -4.56965, 3.31214], [4.22801, -4.01761, 2.70051], [4.26309, -2.66050, 2.41537], [1.91919, 1.14508, 3.18918], [1.43093, 2.35796, 2.69204], [0.56794, 3.14072, 3.44243], [0.18996, 2.73493, 4.71703], [0.69111, 1.55139, 5.24140], [1.55591, 0.77115, 4.48890], [2.47936, 2.20215, -0.10211], [2.71106, 1.24058, -1.52072], [4.37796, 0.45282, 0.02166], [3.17296, -0.80079, -0.09604], [4.69300, 2.70390, 1.94119], [6.89893, 3.54775, 2.68958], [8.14930, 2.30454, 4.42370], [7.28934, 0.17828, 5.34472], [5.08717, -0.67998, 4.59124], [1.22438, -1.78335, 3.61754], [1.16791, -4.18914, 4.13110], [3.08933, -5.62529, 3.54710], [5.07343, -4.64406, 2.44945], [5.14678, -2.25277, 1.93483], [1.72007, 2.71576, 1.71047], [0.20643, 4.08016, 3.04451], [-0.47147, 3.35337, 5.30931], [0.42413, 1.24703, 6.24473], [1.95741, -0.13382, 4.92928], [-0.01699, 0.42743, -4.23075], [1.01477, 0.06565, -5.01106], [1.66782, -0.96090, -4.36475], [0.94206, -1.15510, -3.18567], [-0.08732, -0.31428, -3.11511], [-0.72377, 1.11852, -4.41812], [1.19968, 0.55159, -5.95447], [2.53684, -1.49475, -4.70600], [1.11247, -1.86521, -2.39282], [-4.78175, -1.05798, -1.52773], [-3.13748, -1.27551, -2.25651], [-3.23001, -2.23688, -3.16426], [-2.17650, -2.74602, -3.98624], [-2.46152, -3.73957, -4.86316], [-3.77720, -4.30357, -5.00622], [-4.80882, -3.85647, -4.26002], [-4.56421, -2.80607, -3.31209], [-5.50109, -2.30719, -2.54101], [-1.18392, -2.33390, -3.90968], [-1.67202, -4.12691, -5.49436], [-3.92641, -5.09245, -5.73016], [-5.81155, -4.25079, -4.34619]], "e_tot_ev": -207908.986, "mol_weight_da": 1030.8, "homo_energy_ha": [-0.5608, -0.5741], "lumo_ev": [-7.69, -10.86], "max_force_ev_per_a": 0.6, "spin_multiplicity": 5, "charge": 3, "homo_lumo_gap_ev": [7.6, 4.8]}

***

Record 2
{"formula": "C42H47F3N4O4OsSTe", "method": "wB97M-V/def2-TZVPD", "elements": ["Os", "C", "C", "N", "C", "C", "C", "C", "C", "C", "C", "C", "N", "C", "N", "H", "H", "H", "H", "H", "H", "H", "H", "H", "C", "C", "C", "C", "C", "C", "Te", "N", "C", "O", "C", "C", "C", "C", "C", "C", "C", "C", "C", "C", "C", "C", "C", "C", "C", "C", "H", "H", "H", "H", "H", "H", "H", "H", "H", "H", "H", "H", "H", "H", "H", "H", "H", "H", "H", "H", "H", "H", "H", "O", "C", "O", "H", "C", "C", "C", "S", "O", "C", "C", "C", "H", "H", "H", "H", "H", "H", "H", "H", "H", "H", "H", "H", "H", "H", "F", "C", "F", "F"], "coordinates": [[0.08462, -0.77843, 0.81477], [-1.81004, -4.61393, 1.41064], [-0.94911, -3.54524, 1.49410], [-1.22711, -2.36421, 0.91030], [-2.36506, -2.24944, 0.22616], [-3.30441, -3.26301, 0.13548], [-3.00653, -4.47858, 0.72248], [-4.55809, -3.02285, -0.60793], [-5.45231, -2.06913, -0.34907], [-5.42975, -1.11915, 0.78117], [-6.30269, -0.03558, 0.80517], [-6.18828, 0.84134, 1.87033], [-5.30081, 0.66961, 2.84778], [-4.54122, -0.41912, 2.75465], [-4.55705, -1.31224, 1.77420], [-1.53509, -5.54523, 1.88406], [0.00238, -3.64023, 1.98281], [-2.52882, -1.31464, -0.28109], [-3.70110, -5.30585, 0.65396], [-4.74256, -3.68598, -1.44670], [-6.30312, -1.97528, -1.01449], [-7.03328, 0.12013, 0.02277], [-6.82560, 1.71606, 1.94235], [-3.81767, -0.58496, 3.54491], [6.61652, 2.19799, -5.41420], [5.75036, 1.38673, -4.49186], [5.76044, 1.60618, -3.12257], [4.95061, 0.87921, -2.25508], [5.06084, 1.14747, -0.77791], [4.08414, -0.07674, -2.79728], [2.64903, -1.07034, -1.59537], [1.53621, -1.81423, 1.02354], [2.69415, -2.07003, 1.78718], [3.79776, -2.15185, 1.30642], [2.52080, -2.28340, 3.27323], [1.32181, -2.21318, 3.97367], [1.28865, -2.43468, 5.34143], [2.46062, -2.71502, 6.02758], [3.66477, -2.76840, 5.34023], [3.69646, -2.55614, 3.97283], [1.82129, 0.74103, -0.84885], [1.99375, 1.09162, 0.50037], [1.48978, 2.30220, 0.99366], [0.85242, 3.17133, 0.14010], [0.69564, 2.83034, -1.20184], [1.15140, 1.62743, -1.71855], [0.94625, 1.34854, -3.18122], [4.09018, -0.36110, -4.17117], [3.23538, -1.42672, -4.80846], [4.92344, 0.38799, -4.99235], [7.44686, 2.65476, -4.87777], [6.03753, 3.00040, -5.87623], [7.02152, 1.58292, -6.21732], [6.43208, 2.35111, -2.70958], [6.08778, 1.40756, -0.52242], [4.77602, 0.27730, -0.18524], [4.42590, 1.98486, -0.47824], [0.40873, -1.93739, 3.47840], [0.34582, -2.37770, 5.86988], [2.43718, -2.88338, 7.09615], [4.58419, -2.97824, 5.86996], [4.62740, -2.60722, 3.42742], [2.60619, 0.48494, 1.15344], [1.64165, 2.55168, 2.03531], [0.48924, 4.12539, 0.50255], [0.19602, 3.52292, -1.87093], [-0.02775, 1.71708, -3.50732], [0.99056, 0.28325, -3.39922], [1.71075, 1.84958, -3.77932], [3.11620, -2.30796, -4.18023], [3.68575, -1.74942, -5.74608], [2.23408, -1.05042, -5.03339], [4.93523, 0.17487, -6.05601], [0.30945, -0.00743, 2.67529], [-0.68253, -0.03822, 3.52562], [-1.79524, -0.46326, 3.28939], [-0.40386, 0.37587, 4.50566], [-3.66622, 1.47636, -3.10924], [-2.94613, 1.72924, -1.78883], [-3.68904, 1.06559, -0.64021], [-2.78823, 1.00595, 0.92103], [-1.34088, 0.68095, 0.49222], [-2.68834, 2.74734, 1.32409], [-1.93109, 2.93874, 2.63147], [-1.84025, 4.41599, 2.99424], [-3.13198, 1.94474, -3.93540], [-4.67955, 1.88119, -3.09795], [-3.73000, 0.40682, -3.31743], [-2.86112, 2.80320, -1.61069], [-1.93573, 1.32111, -1.82716], [-3.90477, 0.01991, -0.87538], [-4.64365, 1.54337, -0.40302], [-3.72032, 3.10254, 1.39152], [-2.18495, 3.24039, 0.49074], [-0.92863, 2.51924, 2.51533], [-2.42725, 2.37823, 3.42692], [-1.30229, 4.97890, 2.22877], [-1.31368, 4.54960, 3.93806], [-2.83173, 4.85864, 3.10077], [-0.02188, -2.50487, -3.51794], [-0.70039, -3.02141, -2.53274], [-0.25944, -1.09081, -1.10484], [0.17083, -3.73509, -1.86645]], "e_tot_ev": -87206.192, "mol_weight_da": 1078.8, "homo_energy_ha": [-0.3548, -0.3704], "lumo_ev": [-4.55, -3.94], "max_force_ev_per_a": 1.5, "spin_multiplicity": 2, "charge": 1, "homo_lumo_gap_ev": [5.1, 6.1]}